{
  "formula": "C12H16O18Pb",
  "method": "wB97M-V/def2-TZVPD",
  "species": ["Pb", "O", "C", "O", "O", "H", "O", "C", "O", "O", "H", "O", "C", "O", "O", "H", "O", "C", "O", "O", "H", "C", "C", "C", "O", "C", "O", "O", "H", "H", "H", "H", "H", "H", "C", "C", "C", "O", "C", "O", "O", "H", "H", "H", "H", "H", "H"],
  "positions_angstrom": [[-7.882, -28.774, -27.850], [-6.163, -29.281, -23.549], [-6.078, -28.717, -24.784], [-7.136, -28.717, -25.516], [-5.010, -28.351, -25.285], [-7.090, -29.564, -23.595], [-4.905, -32.320, -29.249], [-5.325, -31.193, -28.535], [-6.445, -30.657, -28.802], [-4.592, -30.715, -27.665], [-5.692, -32.319, -29.820], [-11.263, -26.113, -27.085], [-10.244, -26.943, -27.442], [-9.220, -26.559, -28.042], [-10.289, -28.156, -27.127], [-11.774, -26.721, -26.532], [-4.593, -26.538, -30.521], [-4.866, -27.219, -29.338], [-6.109, -27.379, -29.102], [-3.939, -27.541, -28.607], [-5.528, -26.321, -30.684], [-8.446, -30.721, -34.155], [-9.526, -29.991, -33.354], [-10.668, -30.914, -33.007], [-10.729, -30.730, -31.573], [-9.744, -29.911, -31.093], [-9.563, -29.695, -29.951], [-8.959, -29.539, -32.155], [-8.942, -31.212, -34.993], [-7.946, -31.452, -33.520], [-7.675, -30.005, -34.439], [-9.880, -29.105, -33.886], [-10.435, -31.978, -33.040], [-11.585, -30.660, -33.535], [-10.294, -33.837, -23.832], [-10.187, -33.700, -25.341], [-11.374, -32.892, -25.894], [-10.776, -31.843, -26.638], [-9.462, -31.752, -26.395], [-8.781, -30.888, -26.819], [-9.077, -32.842, -25.654], [-10.380, -32.877, -23.321], [-9.438, -34.297, -23.334], [-11.149, -34.458, -23.551], [-10.048, -34.676, -25.804], [-12.009, -32.517, -25.093], [-11.956, -33.581, -26.506]],
  "orbital_gap_ev": 5.4,
  "total_charge": -2,
  "largest_force_ev_per_a": 5.36,
  "multiplicity": 1,
  "molar_mass_g_mol": 655.44
}

{
  "formula": "C12H16O5S2",
  "method": "wB97M-V/def2-TZVPD",
  "species": ["C", "O", "C", "O", "C", "S", "C", "C", "S", "O", "O", "C", "C", "C", "C", "O", "C", "C", "C", "H", "H", "H", "H", "H", "H", "H", "H", "H", "H", "H", "H", "H", "H", "H", "H"],
  "positions_angstrom": [[-1.251, 3.855, 2.723], [-0.517, 2.641, 2.568], [0.339, 2.596, 1.529], [0.507, 3.494, 0.675], [1.121, 1.309, 1.464], [2.464, 1.350, 2.770], [1.638, 1.068, 0.116], [2.564, -0.045, 0.018], [2.028, -1.663, 0.711], [2.832, -2.808, 0.289], [1.858, -1.597, 2.250], [0.433, -1.985, -0.202], [0.570, -2.207, -1.494], [-0.583, -1.911, -2.321], [-1.783, -1.663, -1.586], [-2.968, -1.324, -2.138], [-3.112, -1.516, -3.540], [-1.893, -1.695, -0.186], [-0.697, -1.763, 0.483], [-0.554, 4.487, 3.201], [-1.491, 4.219, 1.670], [-2.151, 3.750, 3.294], [0.413, 0.545, 1.860], [2.888, 0.119, 2.664], [2.289, 1.903, -0.210], [0.769, 1.030, -0.650], [2.678, -0.285, -1.112], [3.617, 0.244, 0.207], [1.622, -2.290, -1.967], [-0.653, -1.836, -3.356], [-2.622, -0.808, -4.084], [-2.781, -2.515, -3.866], [-4.244, -1.388, -3.694], [-2.733, -1.485, 0.405], [-0.596, -1.825, 1.508]],
  "smiles": "COC(=O)[C@H](S)CCS(=O)(=O)c1ccc(OC)cc1",
  "orbital_gap_ev": 9.5,
  "de_lowest_ev": 2.0432,
  "largest_force_ev_per_a": 5.66,
  "multiplicity": 1,
  "molar_mass_g_mol": 304.39
}

{
  "formula": "C12H17AsIN4O4OsS",
  "method": "wB97M-V/def2-TZVPD",
  "species": ["Os", "N", "C", "C", "O", "O", "H", "H", "H", "H", "I", "C", "C", "C", "C", "C", "N", "H", "H", "H", "H", "S", "C", "N", "C", "As", "C", "C", "O", "H", "H", "H", "H", "H", "H", "H", "H", "H", "O", "C", "N"],
  "positions_angstrom": [[0.360, 0.230, 0.121], [-1.090, 1.905, 1.447], [-1.543, 1.235, 2.669], [-1.475, -0.283, 2.498], [-2.151, -1.022, 3.161], [-0.586, -0.676, 1.606], [-0.763, 2.845, 1.626], [-1.844, 1.962, 0.773], [-2.558, 1.494, 2.960], [-0.874, 1.478, 3.494], [1.999, -2.449, 0.956], [2.516, -0.673, 1.934], [3.415, -0.676, 2.981], [3.768, 0.540, 3.544], [3.224, 1.711, 3.035], [2.318, 1.625, 2.003], [1.952, 0.450, 1.464], [3.830, -1.606, 3.339], [4.472, 0.571, 4.366], [3.497, 2.678, 3.434], [1.861, 2.503, 1.569], [-0.616, 3.286, -1.666], [-1.073, 2.301, -2.886], [-1.396, 1.603, -3.762], [-1.648, -2.986, -1.161], [-1.578, -1.332, -2.141], [-3.294, -1.036, -2.928], [-0.179, -1.485, -3.442], [-1.319, -0.123, -0.985], [-2.246, -3.731, -1.684], [-2.090, -2.768, -0.190], [-0.640, -3.365, -1.017], [-3.521, -1.872, -3.587], [-3.285, -0.104, -3.484], [-4.021, -0.985, -2.120], [-0.392, -2.358, -4.058], [0.764, -1.630, -2.918], [-0.136, -0.591, -4.059], [2.745, 1.356, -3.264], [2.121, 1.113, -2.306], [1.474, 0.865, -1.322]],
  "orbital_gap_ev": [8.2, 5.5],
  "total_charge": 1,
  "de_lowest_ev": 0.2397,
  "largest_force_ev_per_a": 1.33,
  "multiplicity": 5,
  "molar_mass_g_mol": 705.41
}

{
  "formula": "C12H17AuF4N2Te",
  "method": "wB97M-V/def2-TZVPD",
  "species": ["Au", "C", "N", "C", "C", "C", "N", "C", "C", "F", "C", "F", "C", "C", "F", "C", "F", "H", "H", "H", "H", "H", "H", "H", "H", "H", "H", "H", "C", "Te", "C", "H", "H", "H", "H", "H", "H"],
  "positions_angstrom": [[0.974, -0.444, -0.176], [-0.007, -2.662, 2.927], [0.225, -1.478, 2.191], [1.324, -0.623, 2.880], [-1.010, -0.674, 1.967], [-1.850, -0.990, 0.696], [-1.127, -0.487, -0.490], [-1.726, -0.138, -1.578], [-1.056, 0.547, -2.619], [0.257, 0.788, -2.478], [-1.663, 1.058, -3.759], [-0.930, 1.665, -4.637], [-3.020, 0.830, -3.937], [-3.674, 0.087, -3.017], [-4.982, -0.124, -3.165], [-3.119, -0.340, -1.783], [-3.834, -1.103, -0.944], [-0.285, -2.552, 3.996], [0.832, -3.282, 2.911], [-0.937, -3.072, 2.462], [1.010, -0.214, 3.875], [1.565, 0.282, 2.283], [2.233, -1.221, 3.011], [-0.832, 0.390, 1.906], [-1.715, -0.832, 2.790], [-2.709, -0.368, 0.902], [-2.226, -1.964, 0.531], [-3.525, 1.004, -4.868], [4.088, 1.101, 1.108], [3.285, 0.463, -0.728], [2.990, 2.453, -1.491], [4.984, 1.695, 0.936], [4.199, 0.201, 1.636], [3.367, 1.771, 1.635], [3.568, 2.445, -2.434], [3.374, 3.138, -0.716], [1.952, 2.652, -1.825]],
  "orbital_gap_ev": [7.4, 3.0],
  "total_charge": 2,
  "de_lowest_ev": 0.7321,
  "largest_force_ev_per_a": 4.22,
  "multiplicity": 3,
  "molar_mass_g_mol": 589.84
}

{
  "formula": "C12H17BIrN6O2",
  "method": "wB97M-V/def2-TZVPD",
  "species": ["H", "N", "B", "N", "C", "Ir", "H", "C", "H", "C", "H", "C", "H", "H", "H", "N", "N", "N", "N", "C", "C", "H", "H", "C", "C", "C", "C", "H", "H", "H", "H", "H", "C", "C", "O", "O", "H", "H", "H"],
  "positions_angstrom": [[1.779, 3.317, 0.971], [1.000, 1.676, -0.155], [-0.184, 0.263, -2.038], [0.244, 1.577, -1.326], [0.178, 2.814, -1.865], [1.985, 0.296, 0.825], [-0.188, 2.936, -2.878], [0.753, 3.735, -0.998], [0.800, 4.800, -1.110], [1.238, 3.016, 0.079], [-0.037, 0.514, -3.237], [-2.756, -2.240, 3.512], [-1.736, -2.605, 3.661], [-2.952, -2.161, 2.439], [-3.455, -2.956, 3.954], [-1.774, -0.122, -2.031], [0.914, -0.822, -1.761], [-2.628, -0.440, -0.964], [1.823, -0.869, -0.692], [-2.513, -0.141, -3.178], [1.386, -1.661, -2.719], [-2.046, 0.094, -4.129], [0.969, -1.631, -3.719], [-3.826, -0.479, -2.879], [2.481, -2.369, -2.226], [-3.849, -0.654, -1.473], [2.727, -1.877, -0.945], [-4.641, -0.585, -3.562], [3.026, -3.141, -2.730], [-4.730, -0.929, -0.890], [3.500, -2.115, -0.220], [-2.869, -1.304, 3.968], [2.197, 0.536, 4.721], [2.221, 0.658, 3.229], [1.378, 1.401, 2.628], [3.001, -0.055, 2.461], [1.278, 0.992, 5.103], [3.055, 1.038, 5.155], [2.248, -0.506, 5.018]],
  "orbital_gap_ev": [8.2, 6.1],
  "total_charge": 2,
  "de_lowest_ev": 0.7693,
  "largest_force_ev_per_a": 4.11,
  "multiplicity": 6,
  "molar_mass_g_mol": 480.34
}

{
  "formula": "C12H17F3N2O3S",
  "method": "wB97M-V/def2-TZVPD",
  "species": ["C", "O", "N", "C", "C", "C", "C", "C", "C", "N", "S", "O", "O", "C", "C", "C", "F", "F", "F", "C", "C", "H", "H", "H", "H", "H", "H", "H", "H", "H", "H", "H", "H", "H", "H", "H", "H", "H"],
  "positions_angstrom": [[6.129, -1.621, 1.478], [4.711, -1.396, 1.591], [4.246, -0.532, 0.581], [3.044, -0.647, 0.052], [2.054, -1.769, 0.357], [0.718, -1.128, 0.734], [0.134, -0.171, -0.379], [-1.191, 0.553, 0.000], [-1.139, 1.219, 1.345], [-1.116, 1.654, 2.400], [-2.665, -0.501, 0.039], [-2.442, -1.551, 1.056], [-2.928, -1.205, -1.235], [-4.126, 0.498, 0.445], [-4.899, 1.061, -0.767], [-4.156, 2.154, -1.567], [-3.585, 3.037, -0.718], [-5.049, 2.815, -2.385], [-3.133, 1.580, -2.315], [1.220, 0.895, -0.767], [2.594, 0.289, -1.031], [6.427, -2.463, 2.099], [6.661, -0.708, 1.813], [6.428, -1.848, 0.460], [1.866, -2.471, -0.498], [2.399, -2.419, 1.183], [0.830, -0.611, 1.686], [0.004, -1.951, 0.861], [-0.037, -0.809, -1.251], [-1.419, 1.349, -0.744], [-4.805, -0.173, 0.979], [-3.806, 1.292, 1.122], [-5.216, 0.240, -1.441], [-5.842, 1.518, -0.372], [0.892, 1.390, -1.661], [1.304, 1.613, 0.023], [2.555, -0.232, -1.986], [3.339, 1.048, -1.189]],
  "smiles": "CON=C1CCC([C@H](C#N)S(=O)(=O)CCC(F)(F)F)CC1",
  "orbital_gap_ev": 9.5,
  "de_lowest_ev": 0.0000,
  "largest_force_ev_per_a": 5.86,
  "multiplicity": 1,
  "molar_mass_g_mol": 326.34
}

{
  "formula": "C12H17FeN2O4",
  "method": "wB97M-V/def2-TZVPD",
  "species": ["C", "O", "C", "C", "C", "C", "C", "C", "Fe", "C", "O", "C", "O", "C", "O", "H", "H", "H", "H", "H", "H", "H", "H", "H", "C", "N", "N", "C", "H", "H", "H", "H", "H", "H", "H", "H"],
  "positions_angstrom": [[2.212, 0.233, -3.107], [1.004, -0.513, -2.891], [0.045, -0.022, -2.022], [-0.551, -0.966, -1.066], [-0.422, -0.476, 0.399], [-0.304, 1.005, 0.620], [-0.384, 1.834, -0.486], [-0.225, 1.383, -1.808], [-1.893, -0.772, -2.704], [-2.951, -1.733, -1.760], [-3.594, -2.445, -1.101], [-1.551, -1.951, -3.927], [-1.752, -2.797, -4.709], [-3.216, 0.124, -3.458], [-4.203, 0.610, -3.831], [2.720, -0.284, -3.924], [2.008, 1.275, -3.387], [2.842, 0.205, -2.205], [-0.257, -2.032, -1.140], [-1.260, -0.917, 0.965], [0.478, -0.988, 0.789], [-0.403, 1.484, 1.587], [-0.568, 2.910, -0.320], [-0.370, 2.020, -2.693], [0.133, 1.233, 4.070], [0.140, 0.293, 2.956], [1.049, -0.755, 3.221], [2.409, -0.270, 3.350], [-0.317, 2.171, 3.747], [-0.452, 0.813, 4.898], [1.159, 1.423, 4.377], [-0.777, -0.127, 2.855], [0.956, -1.461, 2.498], [3.053, -1.142, 3.267], [2.709, 0.475, 2.601], [2.531, 0.161, 4.341]],
  "orbital_gap_ev": [6.8, 4.2],
  "total_charge": 1,
  "de_lowest_ev": 0.1392,
  "largest_force_ev_per_a": 6.37,
  "multiplicity": 5,
  "molar_mass_g_mol": 309.12
}